--- i ---
2 unconnected molecules or ions with the total composition C5H11ClN3O, computed with wB97M-V/def2-TZVPD.

Atoms and positions in Å:
Cl1 3.42 -0.80 0.26
O1 -1.73 1.57 1.05
N1 0.03 2.66 -0.03
N2 0.04 0.46 -0.12
N3 1.12 0.93 -0.79
C1 1.10 2.32 -0.69
C2 -0.58 1.48 0.36
C3 -0.37 -1.00 -0.10
C4 -0.65 -1.62 1.26
C5 -1.46 -1.21 -1.10
H1 -0.11 -1.16 2.01
H2 -0.37 -2.68 1.31
H3 -1.67 -1.53 1.58
H4 0.57 -1.42 -0.50
H5 -1.69 -2.24 -1.16
H6 -2.11 2.54 1.12
H7 1.90 0.32 -0.88
H8 1.79 2.91 -1.14
H9 4.42 -0.01 0.09
H10 -2.35 -0.89 -0.52
H11 -1.29 -0.64 -2.01

## Properties
HOMO energy = -14.73 eV
HOMO-LUMO gap = 11.46 eV
total charge = +1
M = 164.6 g/mol
spin multiplicity = 1

--- ii ---
A gas-phase ion, C5H11ClN3O (charge +1), computed with wB97M-V/def2-TZVPD.

Atoms and positions in Å:
Cl1 3.10 -1.00 -0.32
O1 1.68 -0.05 1.69
N1 1.97 1.45 -0.09
N2 0.34 -0.26 -0.55
N3 0.05 0.99 -1.07
C1 -0.74 -0.86 0.22
C2 1.87 0.11 0.35
C3 -1.67 -1.60 -0.79
C4 1.07 1.81 -1.01
C5 -1.61 0.16 0.98
H1 -0.12 -1.46 0.87
H2 -1.06 0.86 1.63
H3 2.65 2.08 0.41
H4 -2.31 -2.27 -0.25
H5 2.16 -0.94 2.03
H6 1.22 2.79 -1.39
H7 -2.16 0.92 0.38
H8 -2.33 -0.96 -1.40
H9 -2.45 -0.45 1.57
H10 -0.51 0.89 -1.86
H11 -1.13 -2.20 -1.40

## Properties
HOMO energy = -13.50 eV
HOMO-LUMO gap = 9.41 eV
total charge = +1
M = 164.6 g/mol
spin multiplicity = 1

Stability ranking, top and bottom: i is the most stable and ii is the least stable.

--- i ---
2 unconnected molecules or ions with the total composition C3H8O2, computed with wB97M-V/def2-TZVPD.

Atoms and positions in Å:
O1 2.98 1.99 1.90
O2 0.73 0.01 -2.26
C1 -1.08 -0.71 0.68
C2 -1.03 -0.93 -0.88
C3 -0.25 0.17 -1.58
H1 3.04 1.39 1.14
H2 -1.97 -1.27 0.97
H3 -0.66 1.19 -1.42
H4 -1.94 -1.12 -1.45
H5 -0.23 -1.28 1.03
H6 -1.21 0.35 0.86
H7 2.04 2.04 2.10
H8 -0.43 -1.82 -1.09

## Properties
HOMO energy = -9.96 eV
HOMO-LUMO gap = 10.57 eV
total charge = 0
M = 76.1 g/mol
spin multiplicity = 1

--- ii ---
A single C3H8O2 molecule, computed with wB97M-V/def2-TZVPD.

Atoms and positions in Å:
O1 -0.16 -0.34 -1.53
O2 2.12 -0.40 0.05
C1 -1.57 0.29 0.26
C2 -0.29 -0.41 -0.13
C3 0.94 0.22 0.53
H1 2.51 0.18 -0.62
H2 0.91 0.10 1.62
H3 0.94 1.29 0.30
H4 -0.34 -1.47 0.19
H5 0.64 -0.83 -1.75
H6 -1.49 1.37 0.09
H7 -2.40 -0.09 -0.35
H8 -1.81 0.12 1.32

## Properties
HOMO energy = -10.12 eV
HOMO-LUMO gap = 10.96 eV
total charge = 0
M = 76.1 g/mol
spin multiplicity = 1

Stability ranking, top and bottom: ii is the most stable and i is the least stable.

--- i ---
2 unconnected molecules or ions with the total composition C3H8O2, computed with wB97M-V/def2-TZVPD.

Atoms and positions in Å:
O1 2.15 0.02 -0.76
O2 -0.94 -1.16 -0.27
C1 -2.62 0.51 0.02
C2 2.51 0.73 0.43
C3 -1.49 -0.37 0.45
H1 3.43 0.36 0.89
H2 2.69 1.76 0.14
H3 -3.53 -0.11 0.01
H4 -1.40 -0.52 1.54
H5 2.09 -0.88 -0.47
H6 -2.74 1.35 0.70
H7 -2.62 0.77 -1.04
H8 1.69 0.68 1.15

## Properties
HOMO energy = -9.95 eV
HOMO-LUMO gap = 10.82 eV
total charge = 0
M = 76.1 g/mol
spin multiplicity = 1

--- ii ---
2 unconnected molecules or ions with the total composition C3H8O2, computed with wB97M-V/def2-TZVPD.

Atoms and positions in Å:
O1 -2.17 1.92 0.36
O2 1.47 -0.69 0.81
C1 2.93 -0.84 0.48
C2 -1.98 -0.26 -0.87
C3 -2.58 0.96 -0.62
H1 -1.83 1.30 1.13
H2 -1.04 -0.61 -0.50
H3 1.17 0.22 0.50
H4 3.42 0.09 1.12
H5 -3.52 1.19 -1.23
H6 3.26 -0.70 -0.54
H7 -2.35 -0.80 -1.68
H8 3.20 -1.80 1.07

## Properties
HOMO energy = -9.28 eV
HOMO-LUMO gap = 9.98 eV
total charge = 0
M = 76.1 g/mol
spin multiplicity = 1

--- iii ---
A single C3H8O2 molecule, computed with wB97M-V/def2-TZVPD.

Atoms and positions in Å:
O1 -1.22 -0.80 -0.77
O2 -0.91 1.33 1.31
C1 0.19 -0.77 -0.98
C2 0.24 0.51 1.23
C3 0.71 0.44 -0.23
H1 0.65 -1.71 -0.62
H2 0.23 1.33 -0.65
H3 0.03 -0.49 1.63
H4 1.00 0.98 1.87
H5 -1.57 0.90 0.75
H6 -1.57 -1.62 -1.13
H7 1.79 0.55 -0.36
H8 0.43 -0.68 -2.05

## Properties
HOMO energy = -10.03 eV
HOMO-LUMO gap = 10.80 eV
total charge = 0
M = 76.1 g/mol
spin multiplicity = 1

Stability ranking, top and bottom: iii is the most stable and ii is the least stable.

--- i ---
2 unconnected molecules or ions with the total composition C3H8O2, computed with wB97M-V/def2-TZVPD.

Atoms and positions in Å:
O1 0.12 -2.30 -0.20
O2 0.93 0.20 -0.91
C1 -1.23 0.67 0.00
C2 0.44 -2.25 1.07
C3 0.22 1.11 -0.06
H1 -1.34 -0.31 0.47
H2 0.66 1.10 0.94
H3 -1.66 0.62 -1.00
H4 1.86 0.45 -0.92
H5 1.04 -1.30 1.19
H6 -1.81 1.40 0.59
H7 0.45 -1.51 -0.70
H8 0.30 2.12 -0.47

## Properties
HOMO energy = -8.36 eV
HOMO-LUMO gap = 8.89 eV
total charge = 0
M = 76.1 g/mol
spin multiplicity = 1

--- ii ---
A single C3H8O2 molecule, computed with wB97M-V/def2-TZVPD.

Atoms and positions in Å:
O1 -1.51 0.89 0.02
O2 -1.04 -1.36 0.57
C1 0.55 -0.08 -0.70
C2 -0.92 -0.30 -0.42
C3 1.34 0.45 0.49
H1 1.49 -0.33 1.23
H2 0.98 -0.99 -1.10
H3 2.31 0.80 0.16
H4 -1.43 -0.71 -1.31
H5 0.48 0.70 -1.50
H6 -0.62 -1.08 1.39
H7 -2.44 0.72 0.21
H8 0.81 1.28 0.95

## Properties
HOMO energy = -10.46 eV
HOMO-LUMO gap = 11.29 eV
total charge = 0
M = 76.1 g/mol
spin multiplicity = 1

Stability ranking, top and bottom: ii is the most stable and i is the least stable.

--- i ---
A single C19H27NO4 molecule, computed with wB97M-V/def2-TZVPD.

Atoms and positions in Å:
O1 -2.17 1.86 -1.71
O2 2.57 -3.54 1.09
O3 -3.41 -1.59 1.63
O4 -2.67 -1.00 3.65
N1 -0.93 1.62 0.16
C1 -1.50 0.36 0.57
C2 0.88 2.94 -2.01
C3 -1.13 4.43 -2.23
C4 -0.40 3.45 -1.32
C5 1.56 -2.66 0.89
C6 -0.23 5.59 -2.63
C7 2.68 -4.72 0.29
C8 0.63 -0.55 1.58
C9 -0.43 -0.70 0.69
C10 3.62 -5.65 1.05
C11 -2.85 -0.80 2.33
C12 1.78 4.11 -2.40
C13 -2.27 0.52 1.90
C14 0.50 -2.82 0.00
C15 1.04 5.08 -3.31
C16 3.23 -4.39 -1.09
C17 1.61 -1.51 1.68
C18 -0.48 -1.84 -0.09
C19 -1.27 2.25 -1.00
H1 -2.03 4.80 -1.73
H2 4.22 -3.95 -1.00
H3 -0.77 6.26 -3.30
H4 2.67 3.73 -2.90
H5 1.41 2.25 -1.36
H6 -1.30 -1.98 -0.78
H7 -0.13 1.95 0.67
H8 3.29 -5.30 -1.69
H9 0.59 2.39 -2.91
H10 -0.12 3.96 -0.39
H11 1.68 5.92 -3.57
H12 0.41 -3.69 -0.62
H13 0.05 6.16 -1.74
H14 2.43 -1.40 2.37
H15 3.21 -5.87 2.03
H16 -1.61 0.90 2.69
H17 -1.46 3.89 -3.12
H18 0.69 0.33 2.21
H19 2.58 -3.68 -1.61
H20 0.76 4.56 -4.24
H21 3.74 -6.58 0.50
H22 1.69 -5.19 0.21
H23 2.10 4.64 -1.50
H24 4.59 -5.18 1.17
H25 -2.22 0.08 -0.21
H26 -3.05 -1.85 3.91
H27 -3.09 1.23 1.75

## Properties
HOMO energy = -8.47 eV
HOMO-LUMO gap = 9.11 eV
total charge = 0
M = 333.4 g/mol
spin multiplicity = 1

--- ii ---
A single C19H27NO4 molecule, computed with wB97M-V/def2-TZVPD.

Atoms and positions in Å:
O1 -5.03 1.04 -0.07
O2 2.64 -2.37 0.35
O3 -4.72 -1.76 0.31
O4 -2.80 2.61 -0.29
N1 3.64 -0.67 -0.74
C1 5.73 0.25 1.37
C2 -2.31 -1.47 0.19
C3 0.13 -1.21 0.08
C4 3.36 1.83 -0.77
C5 4.41 2.18 0.29
C6 -3.81 0.42 -0.02
C7 4.93 -1.31 -0.52
C8 2.54 -1.32 -0.26
C9 3.61 0.53 -1.55
C10 4.50 1.15 1.43
C11 -6.18 0.34 -0.50
C12 -2.69 1.25 -0.12
C13 -4.55 -3.15 0.36
C14 -3.60 -0.97 0.16
C15 -3.49 3.33 0.71
C16 -1.20 -0.64 0.03
C17 6.02 -0.38 0.00
C18 -1.41 0.72 -0.11
C19 1.23 -0.68 -0.47
H1 -5.99 -0.23 -1.40
H2 2.85 0.43 -2.33
H3 -6.92 1.12 -0.71
H4 6.24 0.40 -0.72
H5 -5.56 -3.56 0.40
H6 5.38 2.31 -0.18
H7 3.59 0.54 1.43
H8 -4.04 -3.53 -0.53
H9 6.61 0.83 1.65
H10 3.30 2.64 -1.50
H11 -3.03 3.18 1.69
H12 0.25 -2.15 0.62
H13 5.61 -0.55 2.11
H14 2.39 1.76 -0.27
H15 1.15 0.22 -1.06
H16 -6.56 -0.32 0.28
H17 4.75 -2.12 0.19
H18 -4.54 3.05 0.76
H19 6.93 -0.98 0.10
H20 -4.00 -3.46 1.26
H21 4.13 3.15 0.70
H22 4.53 1.68 2.38
H23 5.27 -1.75 -1.47
H24 -2.15 -2.53 0.33
H25 4.58 0.60 -2.06
H26 -0.58 1.41 -0.20
H27 -3.40 4.38 0.43

## Properties
HOMO energy = -7.97 eV
HOMO-LUMO gap = 8.36 eV
total charge = 0
M = 333.4 g/mol
spin multiplicity = 1

Stability ranking, top and bottom: i is the most stable and ii is the least stable.

--- i ---
A single C2H4N6 molecule, computed with wB97M-V/def2-TZVPD.

Atoms and positions in Å:
N1 1.04 -1.02 -0.77
N2 2.20 -1.04 -0.29
N3 -1.76 -1.04 0.82
N4 0.43 0.09 -0.25
N5 -0.75 0.62 -0.61
N6 2.42 0.06 0.58
C1 1.36 0.74 0.52
C2 -1.81 -0.10 -0.06
H1 -2.72 0.16 -0.50
H2 -0.80 -1.15 1.15
H3 1.19 1.70 0.98
H4 -0.80 0.98 -1.57

## Properties
HOMO energy = -10.38 eV
HOMO-LUMO gap = 10.82 eV
total charge = 0
M = 112.1 g/mol
spin multiplicity = 1

--- ii ---
A molecular structure, C2H4N6, computed with wB97M-V/def2-TZVPD.

Atoms and positions in Å:
N1 1.86 -0.78 0.26
N2 1.69 0.48 0.24
N3 -1.49 -0.71 -0.58
N4 -0.19 -0.43 -0.24
N5 -0.27 1.93 -0.15
N6 0.74 -1.36 -0.11
C1 -2.37 -0.30 0.57
C2 0.31 0.85 -0.12
H1 -3.31 -0.47 0.10
H2 -1.30 1.95 -0.32
H3 -2.05 0.23 1.81
H4 2.54 1.15 -0.16

## Properties
HOMO energy = -8.36 eV
HOMO-LUMO gap = 7.53 eV
total charge = 0
M = 112.1 g/mol
spin multiplicity = 1

--- iii ---
A single C2H4N6 molecule, computed with wB97M-V/def2-TZVPD.

Atoms and positions in Å:
N1 2.54 0.60 0.30
N2 -1.89 0.45 0.68
N3 0.20 0.09 0.31
N4 0.06 0.72 1.52
N5 -1.29 -0.87 -1.26
N6 -1.23 1.01 1.66
C1 -1.02 -0.12 -0.21
C2 1.58 -0.13 -0.11
H1 -0.61 -0.87 -1.96
H2 2.15 1.12 1.15
H3 -2.24 -1.06 -1.41
H4 1.75 -0.95 -0.66

## Properties
HOMO energy = -9.45 eV
HOMO-LUMO gap = 9.63 eV
total charge = 0
M = 112.1 g/mol
spin multiplicity = 1

Stability ranking, top and bottom: iii is the most stable and ii is the least stable.

--- i ---
A single C2H4N6 molecule, computed with wB97M-V/def2-TZVPD.

Atoms and positions in Å:
N1 0.56 -0.40 0.36
N2 1.89 -1.26 1.70
N3 0.71 -1.49 1.20
N4 -2.38 0.64 -1.43
N5 1.60 0.41 0.29
N6 -1.05 0.97 -0.81
C1 -0.66 -0.17 -0.35
C2 2.38 -0.19 1.21
H1 3.30 0.29 1.58
H2 -2.16 0.83 -2.39
H3 -2.93 1.51 -1.11
H4 -1.25 -1.15 -0.25

## Properties
HOMO energy = -10.27 eV
HOMO-LUMO gap = 10.13 eV
total charge = 0
M = 112.1 g/mol
spin multiplicity = 1

--- ii ---
A single C2H4N6 molecule, computed with wB97M-V/def2-TZVPD.

Atoms and positions in Å:
N1 1.01 0.07 2.46
N2 1.33 -0.72 0.05
N3 0.84 -0.29 -1.07
N4 -1.12 0.31 -0.06
N5 -0.98 0.62 -2.42
N6 -0.71 -0.29 0.99
C1 0.59 -0.10 1.32
C2 -0.43 0.17 -1.17
H1 0.12 0.36 3.05
H2 -0.39 0.53 -3.25
H3 -1.25 0.30 1.88
H4 -2.03 0.49 -2.31

## Properties
HOMO energy = -8.83 eV
HOMO-LUMO gap = 7.87 eV
total charge = 0
M = 112.1 g/mol
spin multiplicity = 1

Stability ranking, top and bottom: i is the most stable and ii is the least stable.

--- i ---
A single C4H6ClOP molecule, computed with wB97M-V/def2-TZVPD.

Atoms and positions in Å:
Cl1 -3.09 -1.08 -0.37
P1 -1.87 0.44 -0.13
O1 -2.55 1.51 0.51
C1 2.55 -0.87 -1.09
C2 -0.40 -0.25 0.74
C3 1.78 -0.25 -0.43
C4 0.84 0.51 0.35
H1 1.19 0.72 1.39
H2 -0.35 -1.23 0.32
H3 3.26 -1.51 -1.67
H4 0.35 1.46 -0.13
H5 -0.47 -0.38 1.80
H6 -1.24 0.91 -1.30

## Properties
HOMO energy = -10.34 eV
HOMO-LUMO gap = 11.20 eV
total charge = 0
M = 136.5 g/mol
spin multiplicity = 1

--- ii ---
A single C4H6ClOP molecule, computed with wB97M-V/def2-TZVPD.

Atoms and positions in Å:
Cl1 0.00 -2.83 2.61
P1 0.42 -0.96 3.10
O1 0.32 -0.75 4.52
C1 0.61 -0.12 0.36
C2 0.34 0.14 1.84
C3 -0.38 0.54 -0.53
C4 -0.37 -0.97 -0.46
H1 -1.01 -1.63 0.13
H2 -1.19 0.98 -0.15
H3 0.40 1.14 2.01
H4 0.12 -1.49 -1.25
H5 1.53 -0.13 -0.11
H6 -0.14 1.16 -1.43

## Properties
HOMO energy = -9.21 eV
HOMO-LUMO gap = 8.99 eV
total charge = 0
M = 136.5 g/mol
spin multiplicity = 1

Stability ranking, top and bottom: i is the most stable and ii is the least stable.